Entry 1:
Here is the ion C17H30NO3 with charge +1 in a non-equilibrium geometry from the Open Molecules 2025 dataset. Energies are from ωB97M-V with the def2-TZVPD basis set.

CARTESIAN COORDINATES (ANGSTROEM)
C 3.122 -1.786 1.684
O 2.334 -1.785 0.503
C 3.072 -1.694 -0.697
C 3.475 -0.287 -1.069
C 2.395 0.740 -0.780
C 2.544 1.475 0.548
C 1.879 2.857 0.635
C 0.522 2.896 1.345
C -0.690 3.188 0.461
C -0.661 2.453 -0.876
C -2.004 1.873 -1.307
N -1.983 0.374 -1.391
O -1.110 -0.105 -2.378
C -3.347 -0.242 -1.542
O -3.236 -1.597 -1.568
C -2.893 -2.187 -0.342
C -3.893 -2.390 0.613
C -3.543 -2.993 1.835
C -2.206 -3.391 2.086
C -1.223 -3.172 1.113
C -1.554 -2.568 -0.118
H 2.838 -2.622 2.300
H 4.173 -1.881 1.456
H 2.976 -0.873 2.238
H 3.950 -2.320 -0.615
H 2.454 -2.113 -1.474
H 4.406 -0.022 -0.592
H 3.676 -0.289 -2.130
H 2.358 1.464 -1.583
H 1.452 0.209 -0.778
H 3.593 1.573 0.774
H 2.111 0.861 1.320
H 1.791 3.277 -0.356
H 2.552 3.508 1.165
H 0.538 3.657 2.106
H 0.359 1.963 1.863
H -0.758 4.248 0.287
H -1.579 2.911 1.007
H -0.303 3.108 -1.651
H 0.050 1.646 -0.824
H -2.325 2.207 -2.279
H -2.766 2.093 -0.579
H -1.567 0.024 -0.524
H -1.100 0.575 -3.064
H -3.741 0.116 -2.475
H -3.932 0.120 -0.707
H -4.909 -2.126 0.403
H -4.301 -3.178 2.567
H -1.950 -3.865 3.009
H -0.218 -3.485 1.273
H -0.826 -2.446 -0.893

Computed properties:
* HOMO energy: -12.16 eV
* max |F|: 1.64 eV Å⁻¹
* energy relative to the best compared isomer or geometry (same formula, charge and spin): 350.7 kJ/mol
* charge: +1
* DFT total energy: -945.890894 Ha
* SMILES string: COCCCCCCCCC[N@H+](O)COc1ccccc1

These are the Mulliken partial charges, in e, on atoms 1 to 2: atom 1 (C): -0.89, atom 2 (O): -0.26



Entry 2:
Here is a structure of composition C17H31BaN6O4PS in a non-equilibrium geometry from the Open Molecules 2025 dataset. Energies are from ωB97M-V with the def2-TZVPD basis set.

CARTESIAN COORDINATES (ANGSTROEM)
Ba 1.438 0.524 -0.391
N 3.994 0.673 -1.607
C 4.478 2.055 -1.429
C 4.001 2.970 -2.559
C 2.552 2.769 -2.997
N 1.635 2.849 -1.854
H 4.608 0.075 -1.059
H 4.179 0.419 -2.579
H 5.576 2.093 -1.413
H 4.103 2.408 -0.464
H 4.631 2.825 -3.438
H 4.133 4.001 -2.227
H 2.417 1.784 -3.450
H 2.324 3.542 -3.743
H 0.683 2.818 -2.211
H 1.744 3.776 -1.442
C -6.888 -1.602 -0.206
C -5.452 -1.210 -0.117
C -4.728 -0.857 -1.255
C -3.406 -0.454 -1.160
C -2.810 -0.416 0.085
C -3.501 -0.775 1.228
C -4.823 -1.159 1.127
S -1.132 0.097 0.310
O -0.727 0.997 -0.768
O -1.047 0.752 1.628
N -0.112 -1.100 0.361
C 0.037 -1.823 -0.785
C -0.912 -2.762 -1.207
C -0.642 -3.537 -2.311
C 0.565 -3.357 -2.985
C 1.438 -2.403 -2.511
N 1.187 -1.645 -1.441
H -7.198 -1.765 -1.234
H -7.503 -0.808 0.216
H -7.078 -2.506 0.369
H -5.204 -0.898 -2.224
H -2.846 -0.151 -2.031
H -2.992 -0.723 2.179
H -5.377 -1.416 2.015
H -1.825 -2.865 -0.640
H -1.350 -4.280 -2.641
H 0.822 -3.945 -3.850
H 2.400 -2.237 -2.984
N 1.902 -2.004 3.043
C 0.812 -1.013 3.087
P 1.763 0.615 2.931
O 3.065 0.197 3.520
O 1.828 1.242 1.570
C 0.820 1.883 3.939
N 0.053 2.677 2.963
H 2.083 -2.303 2.079
H 1.762 -2.824 3.638
H 2.731 -1.386 3.381
H 0.323 -1.038 4.060
H 0.080 -1.185 2.303
H 1.550 2.513 4.452
H 0.155 1.437 4.678
H -0.488 3.436 3.387
H -0.552 1.987 2.403
H 0.717 3.033 2.262

Computed properties:
* HOMO energy: -14.17 eV
* max |F|: 9.44 eV Å⁻¹
* energy relative to the best compared isomer or geometry (same formula, charge and spin): 304.5 kJ/mol
* charge: +2
* DFT total energy: -2060.490507 Ha

These are the Mulliken partial charges, in e, on atoms 1 to 2: atom 1 (Ba): 2.12, atom 2 (N): -0.45



Entry 3:
Here is a structure of composition C17H31BrN2NiO3Si in a non-equilibrium geometry from the Open Molecules 2025 dataset. Energies are from ωB97M-V with the def2-TZVPD basis set.

CARTESIAN COORDINATES (ANGSTROEM)
Ni 1.288 -1.189 -0.068
O -0.706 -4.208 4.909
C -0.120 -3.454 3.965
C 0.614 -2.299 4.251
C 1.166 -1.580 3.210
N 1.020 -1.924 1.931
C 0.319 -3.031 1.676
Br 0.143 -3.450 -0.162
C -0.256 -3.840 2.631
H -0.545 -3.843 5.787
H 0.760 -1.984 5.273
H 1.746 -0.686 3.401
H -0.796 -4.733 2.363
C -2.109 -0.906 -2.333
C -0.873 -0.023 -2.482
C -1.253 1.228 -3.269
C 0.158 -0.829 -3.279
Si -0.092 0.444 -0.689
C -1.514 0.890 0.668
C -2.254 -0.376 1.101
C -2.522 1.889 0.110
C -0.881 1.470 1.933
C 1.319 1.888 -0.801
C 2.221 1.759 0.431
C 0.725 3.288 -0.887
C 2.215 1.645 -2.013
H -2.449 -1.230 -3.316
H -2.930 -0.375 -1.862
H -1.879 -1.796 -1.755
H -1.699 0.941 -4.221
H -0.382 1.840 -3.485
H -1.974 1.835 -2.729
H -0.297 -1.223 -4.189
H 0.526 -1.671 -2.690
H 1.008 -0.220 -3.567
H -2.762 -0.857 0.274
H -3.001 -0.133 1.858
H -1.561 -1.088 1.540
H -3.080 1.461 -0.717
H -2.035 2.795 -0.236
H -3.240 2.166 0.883
H -0.110 0.800 2.306
H -1.637 1.582 2.712
H -0.443 2.447 1.754
H 1.704 2.022 1.347
H 3.095 2.404 0.335
H 2.578 0.719 0.517
H 0.167 3.541 0.010
H 0.061 3.378 -1.741
H 1.520 4.026 -1.001
H 2.607 0.632 -1.985
H 3.060 2.334 -1.995
H 1.689 1.790 -2.950
O 4.757 -0.857 -0.522
N 4.075 -1.619 -1.174
O 2.860 -1.786 -1.056

Computed properties:
* HOMO energy (alpha / beta): -7.14 / -7.30 eV
* max |F|: 5.39 eV Å⁻¹
* energy relative to the best compared isomer or geometry (same formula, charge and spin): 101.5 kJ/mol
* DFT total energy: -5373.286848 Ha
* spin multiplicity: 3

These are the Mulliken partial charges, in e, on atoms 1 to 2: atom 1 (Ni): -1.06, atom 2 (O): -0.52



Entry 4:
Here is a structure of composition C17H31F3MgO2P2 in a non-equilibrium geometry from the Open Molecules 2025 dataset. Energies are from ωB97M-V with the def2-TZVPD basis set.

CARTESIAN COORDINATES (ANGSTROEM)
P 0.484 2.276 1.407
P 1.314 -2.054 1.007
C 0.964 0.896 0.320
C 0.322 -0.527 0.361
H 2.050 0.823 0.385
H 0.763 1.272 -0.689
H -0.818 -0.491 0.364
H 0.379 -0.898 -0.671
C 2.499 -2.332 -0.376
H 3.176 -3.149 -0.067
H 3.095 -1.429 -0.561
H 1.998 -2.646 -1.301
C 0.056 -3.285 0.468
H -0.114 -3.224 -0.614
H -0.892 -3.163 1.014
H 0.474 -4.272 0.715
C 1.213 3.792 0.688
H 1.523 4.496 1.478
H 0.461 4.310 0.067
H 2.102 3.567 0.086
C -1.265 2.643 1.639
H -1.949 1.786 1.788
H -1.634 3.223 0.777
H -1.385 3.299 2.520
Mg -0.862 -0.638 2.198
C -1.274 -1.338 -2.411
C 0.014 -1.231 -2.794
C 0.516 -0.283 -3.837
C 0.041 1.210 -3.787
C -0.434 1.762 -2.470
C -1.634 1.538 -1.902
C -2.739 0.797 -2.606
C -2.412 -0.641 -3.099
C 1.320 1.934 2.962
H -1.593 -2.081 -1.668
H 0.755 -1.994 -2.508
H 0.253 -0.661 -4.843
H 1.617 -0.328 -3.798
H 0.901 1.854 -4.077
H -0.712 1.345 -4.585
H 0.225 2.556 -2.083
H -1.926 2.007 -0.970
H -3.083 1.363 -3.495
H -3.606 0.780 -1.929
H -3.305 -1.276 -2.958
H -2.233 -0.605 -4.184
H 1.272 0.903 3.358
H 0.931 2.683 3.684
H 2.368 2.164 2.734
F 1.674 -2.739 5.507
C 0.324 -2.739 5.404
F -0.062 -4.031 5.249
F -0.221 -2.288 6.564
C -0.187 -1.876 4.179
O 0.504 -0.863 3.764
O -1.247 -2.195 3.594

Computed properties:
* HOMO energy: -3.52 eV
* max |F|: 2.98 eV Å⁻¹
* energy relative to the best compared isomer or geometry (same formula, charge and spin): 0.0 kJ/mol
* DFT total energy: -1999.048834 Ha

These are the Mulliken partial charges, in e, on atoms 1 to 2: atom 1 (P): 1.53, atom 2 (P): 0.10



Number 1: molecular weight 296.431 Da. Number 2: molecular weight 583.842 Da. Number 3: molecular weight 478.129 Da. Number 4: molecular weight 410.680 Da.